(1)
Entry from the Open Molecules 2025 dataset: a structure of composition C27H35FeN4O7P at a distorted geometry (ωB97M-V with the def2-TZVPD basis set).

Geometry (Å):
O (-0.146, -1.543, -5.805)
H (-1.135, -1.575, -5.752)
Fe (-0.642, 0.355, -1.708)
N (0.771, -0.650, -2.485)
N (-1.332, -1.402, -1.484)
N (0.072, 2.118, -1.935)
N (-1.886, 1.309, -0.654)
O (1.895, -0.092, -2.676)
O (1.132, 2.532, -2.720)
O (-2.789, 0.704, 0.178)
O (-2.477, -1.631, -0.920)
C (-0.630, -2.439, -2.052)
C (0.574, -2.006, -2.642)
C (-0.517, 3.095, -1.196)
C (-1.661, 2.634, -0.467)
C (1.542, -2.859, -3.386)
H (1.699, -2.476, -4.407)
H (1.177, -3.894, -3.497)
H (2.522, -2.931, -2.876)
C (-1.203, -3.814, -2.080)
H (-2.199, -3.805, -2.560)
H (-1.322, -4.250, -1.070)
H (-0.563, -4.508, -2.651)
C (0.030, 4.478, -1.068)
C (-2.462, 3.499, 0.453)
H (0.714, 4.658, -1.914)
H (0.575, 4.576, -0.107)
H (-0.815, 5.185, -1.070)
H (-3.056, 2.875, 1.135)
H (-3.133, 4.140, -0.146)
H (-1.784, 4.147, 1.032)
H (1.648, 1.702, -2.943)
H (-2.783, -0.282, -0.155)
C (-1.947, 0.519, -3.139)
H (-1.345, 0.070, -3.936)
H (-2.228, 1.565, -3.353)
H (-2.898, -0.015, -2.984)
O (1.545, 1.067, -5.617)
H (1.301, 0.247, -6.099)
H (0.693, 1.416, -5.295)
O (0.454, 0.136, 0.058)
P (0.441, -0.074, 1.561)
C (-0.869, -1.243, 1.977)
C (-0.670, -2.558, 1.511)
C (-1.557, -3.567, 1.886)
C (-2.645, -3.269, 2.716)
C (-2.850, -1.962, 3.166)
C (-1.966, -0.943, 2.800)
C (1.930, -0.917, 2.051)
C (2.098, -1.244, 3.402)
C (3.250, -1.928, 3.786)
C (4.217, -2.283, 2.836)
C (4.018, -1.945, 1.491)
C (2.874, -1.258, 1.087)
C (0.497, 1.514, 2.401)
C (-0.636, 2.209, 2.854)
C (-0.481, 3.430, 3.519)
C (0.791, 3.981, 3.707)
C (1.912, 3.319, 3.201)
C (1.768, 2.110, 2.525)
H (0.215, -2.785, 0.899)
H (-1.385, -4.577, 1.523)
H (-3.319, -4.063, 3.024)
H (-3.683, -1.720, 3.820)
H (-2.116, 0.075, 3.156)
H (1.343, -0.973, 4.140)
H (3.394, -2.187, 4.831)
H (5.122, -2.822, 3.141)
H (4.755, -2.223, 0.743)
H (2.717, -0.986, 0.043)
H (-1.635, 1.810, 2.666)
H (-1.365, 3.950, 3.883)
H (0.904, 4.924, 4.240)
H (2.904, 3.742, 3.319)
H (2.636, 1.607, 2.083)

The calculation puts the LUMO energy (spin up / spin down) at -3.64 / -4.97 eV. As for the HOMO-LUMO gap (spin up / spin down): 5.92 / 6.79 eV. The multiplicity is 6. As for the net charge: +1. The expectation value of S² is 8.8706.


(2)
Entry from the Open Molecules 2025 dataset: a structure of composition C27H35GeN4O6S3SeW at a distorted geometry (ωB97M-V with the def2-TZVPD basis set).

Geometry (Å):
W (0.408, 0.121, 0.189)
C (0.210, -1.135, 5.390)
S (-0.991, -1.980, 4.348)
C (-0.777, -1.207, 2.802)
S (0.263, 0.185, 2.614)
N (-1.482, -1.686, 1.838)
N (-1.274, -1.046, 0.640)
C (-2.168, -1.294, -0.304)
C (-1.909, -0.698, -1.543)
C (-2.701, -0.837, -2.699)
C (-2.310, -0.237, -3.859)
C (-1.106, 0.500, -3.878)
C (-0.368, 0.607, -2.737)
N (-0.755, 0.041, -1.562)
H (0.115, -1.611, 6.365)
H (-0.014, -0.076, 5.492)
H (1.223, -1.280, 5.024)
H (-2.989, -1.968, -0.110)
H (-3.606, -1.428, -2.641)
H (-2.903, -0.336, -4.758)
H (-0.746, 0.962, -4.787)
H (0.581, 1.120, -2.720)
C (-1.237, 7.400, -4.608)
O (-1.429, 5.981, -4.729)
C (-0.396, 5.309, -5.321)
C (-0.069, 5.469, -6.658)
C (0.930, 4.688, -7.214)
C (1.586, 3.731, -6.448)
C (1.260, 3.559, -5.114)
C (0.286, 4.371, -4.547)
N (-0.191, 4.220, -3.215)
C (0.381, 3.752, -2.139)
C (1.751, 3.493, -1.882)
C (2.803, 4.182, -2.531)
C (4.093, 4.007, -2.122)
C (4.369, 3.128, -1.060)
C (3.373, 2.449, -0.401)
C (2.039, 2.621, -0.794)
O (1.053, 2.012, -0.167)
H (-2.146, 7.797, -4.168)
H (-1.077, 7.854, -5.586)
H (-0.383, 7.616, -3.961)
H (-0.613, 6.190, -7.254)
H (1.188, 4.811, -8.258)
H (2.347, 3.106, -6.895)
H (1.763, 2.803, -4.525)
H (-1.169, 4.488, -3.129)
H (-0.309, 3.571, -1.323)
H (2.575, 4.875, -3.330)
H (4.900, 4.547, -2.599)
H (5.397, 2.984, -0.749)
H (3.586, 1.770, 0.410)
O (3.595, -1.989, -0.560)
S (2.466, -1.199, -0.278)
O (1.943, -0.262, -1.357)
O (1.150, -1.888, 0.064)
O (2.515, -0.211, 0.867)
C (-1.326, 6.206, 3.121)
Ge (-1.998, 5.107, 1.659)
C (-1.531, 5.892, -0.079)
C (-3.935, 4.879, 1.745)
C (-1.069, 3.361, 1.770)
Se (-1.775, 1.996, 0.586)
C (-3.042, 1.244, 1.844)
H (-1.823, 7.177, 3.134)
H (-0.253, 6.372, 3.023)
H (-1.510, 5.720, 4.080)
H (-1.916, 6.911, -0.146)
H (-1.981, 5.315, -0.893)
H (-0.448, 5.937, -0.214)
H (-4.424, 5.828, 1.522)
H (-4.257, 4.562, 2.738)
H (-4.284, 4.151, 1.012)
H (-1.091, 2.945, 2.778)
H (-0.020, 3.482, 1.497)
H (-3.729, 2.033, 2.134)
H (-2.498, 0.867, 2.706)
H (-3.581, 0.441, 1.350)

The calculation puts the LUMO energy (spin up / spin down) at -4.08 / -4.08 eV. As for the HOMO-LUMO gap (spin up / spin down): 5.39 / 5.41 eV. The multiplicity is 1. As for the net charge: +1.


(3)
Entry from the Open Molecules 2025 dataset: a cluster of 2 separate species, C27H35IN6O3S2 in total at a distorted geometry (ωB97M-V with the def2-TZVPD basis set).

Geometry (Å):
C (-1.258, -3.691, -1.601)
C (-1.863, -2.493, -2.432)
N (-2.089, -1.384, -1.478)
C (-3.327, -0.625, -1.733)
C (-4.038, -0.386, -0.377)
C (-0.945, -0.567, -1.338)
S (0.121, -0.912, -0.159)
S (-0.524, 0.801, -2.445)
C (-1.545, 2.274, -2.072)
C (-1.793, 2.598, -0.582)
C (-0.720, 3.527, 0.043)
C (0.426, 2.712, 0.614)
C (1.674, 2.736, 0.043)
I (2.043, 3.963, -1.665)
C (2.748, 1.975, 0.537)
C (4.122, 1.943, -0.093)
C (4.324, 0.787, -1.098)
O (4.153, -0.481, -0.480)
C (3.446, 0.880, -2.385)
N (3.278, -0.410, -3.083)
C (2.490, 1.249, 1.663)
C (1.233, 1.231, 2.272)
C (0.178, 1.932, 1.761)
C (-1.157, 1.835, 2.442)
C (-1.830, 2.978, 2.879)
C (-3.054, 2.730, 3.486)
C (-3.488, 1.436, 3.648)
N (-2.887, 0.313, 3.254)
C (-1.735, 0.596, 2.644)
C (1.356, 0.335, 3.506)
O (0.540, -0.329, 4.100)
N (2.740, 0.428, 3.783)
C (3.265, -0.338, 4.911)
N (3.405, -1.773, 4.681)
C (3.379, 0.335, 2.519)
O (4.330, -0.342, 2.221)
H (-0.244, -3.954, -1.919)
H (-1.185, -3.390, -0.557)
H (-1.911, -4.566, -1.675)
H (-1.131, -2.243, -3.210)
H (-2.777, -2.871, -2.886)
H (-3.178, 0.302, -2.294)
H (-4.011, -1.246, -2.319)
H (-5.113, -0.227, -0.503)
H (-3.600, 0.478, 0.131)
H (-3.865, -1.250, 0.268)
H (-1.036, 3.124, -2.535)
H (-2.517, 2.179, -2.563)
H (-2.745, 3.146, -0.545)
H (-1.939, 1.709, 0.034)
H (-0.401, 4.225, -0.731)
H (-1.203, 4.131, 0.808)
H (4.424, 2.904, -0.512)
H (4.832, 1.751, 0.722)
H (5.379, 0.853, -1.417)
H (4.755, -1.079, -0.927)
H (2.436, 1.207, -2.136)
H (3.950, 1.567, -3.075)
H (2.560, -0.899, -2.561)
H (4.140, -0.940, -3.056)
H (-1.443, 3.979, 2.750)
H (-3.670, 3.551, 3.837)
H (-4.442, 1.296, 4.161)
H (-1.191, -0.265, 2.258)
H (4.240, 0.105, 5.151)
H (2.624, -0.112, 5.771)
H (3.041, -2.270, 5.485)
H (2.886, -2.087, 3.872)
C (-2.149, -6.160, -4.464)
C (-3.053, -5.156, -4.994)
N (-3.760, -4.352, -5.406)
H (-1.375, -5.703, -3.847)
H (-2.675, -6.885, -3.843)
H (-1.650, -6.715, -5.257)

The calculation puts the LUMO energy at -0.52 eV. As for the HOMO-LUMO gap: 7.73 eV. The multiplicity is 1. Its SMILES is CCN(CC)C(=S)SCCCc1c(I)c(C[C@@H](O)CN)c2c(c1-c1cccnc1)C(=O)N(CN)C2=O.CC#N.


Q: Which value of multiplicity does entry 3 give?
A: 1